Record 1
Computed, not measured: a 2-piece molecular cluster, C6H15NO overall, with the ωB97M-V functional and the def2-TZVPD basis.

Geometry as XYZ:
```
23
Properties=species:S:1:pos:R:3:lowdin_charge:R:1
H -0.553 -1.485 -1.877 0.10
H -1.243 2.421 -3.147 0.06
H 1.822 -0.894 1.388 0.05
C -0.038 -1.151 -0.908 -0.10
C 1.206 -0.063 1.653 -0.04
H 0.215 -0.309 2.121 0.09
C -1.379 1.455 -2.654 -0.08
H 0.787 0.752 -2.863 0.08
O -2.109 -3.467 3.535 -0.10
C 0.095 1.055 -2.122 -0.19
C 0.999 0.750 0.299 -0.28
H -0.569 -1.476 -0.005 0.08
H 1.787 0.576 2.318 0.06
H 0.443 2.124 -1.812 0.10
H 2.532 2.149 0.317 0.07
H -1.725 0.660 -3.462 0.09
H -2.074 1.264 -1.925 0.02
H 1.044 2.811 0.704 0.07
H -2.924 -3.385 2.981 0.05
H 0.902 -1.771 -1.108 0.11
N 1.532 2.102 0.166 0.01
H -2.148 -3.952 4.393 0.05
C 0.425 0.209 -0.846 -0.29
```

ΔE to the lowest compared entry with this formula, charge and spin	314.5	kJ/mol
highest occupied orbital energy	-8.3	eV
frontier orbital gap	0.333	Ha
charge	0
F_max	0.1098	hartree/bohr
electronic energy	-10000.4980	eV
SMILES string	CC/C(C)=C(/C)N.O

Record 2
Computed, not measured: a 2-piece molecular cluster, C4H8NO3 overall, with the ωB97M-V functional and the def2-TZVPD basis.

Geometry as XYZ:
```
16
Properties=species:S:1:pos:R:3:lowdin_charge:R:1
H 1.769 -0.960 1.468 0.03
H -2.332 0.157 -1.957 0.07
O 0.485 1.709 -2.738 -0.01
H -1.498 0.012 -3.516 0.08
O -0.205 -0.045 3.853 -0.08
C -1.664 0.659 -2.651 -0.02
C 0.069 -0.531 2.751 -0.78
N 0.157 0.283 -1.058 0.18
O -0.613 -0.725 1.717 -0.13
C 1.583 -1.009 2.544 -0.05
C -0.288 0.970 -2.136 -0.61
H 1.043 0.640 -0.821 0.09
H -2.171 1.534 -3.059 0.07
H 2.324 -0.422 3.068 0.04
H 1.659 -2.030 2.870 0.04
H -0.318 -0.241 -0.333 0.07
```

ΔE to the lowest compared entry with this formula, charge and spin	50.9	kJ/mol
highest occupied orbital energy	-4.3	eV
frontier orbital gap	0.289	Ha
charge	-1
F_max	0.0395	hartree/bohr
electronic energy	-11912.7666	eV

Record 3
Computed, not measured: an isolated ion of composition H2N2O4P and charge -1, with the ωB97M-V functional and the def2-TZVPD basis.

Geometry as XYZ:
```
9
Properties=species:S:1:pos:R:3:lowdin_charge:R:1
O 2.208 -1.257 1.488 -0.33
H -0.570 -1.223 0.431 -0.03
N -0.059 -0.433 0.409 -0.07
O 3.116 1.179 0.589 -0.01
H -0.237 0.106 -0.427 0.02
O 2.013 -1.341 -1.267 -0.51
O 1.601 1.798 -0.814 0.00
P 1.649 -0.727 0.269 0.43
N 2.062 1.041 0.008 -0.48
```

ΔE to the lowest compared entry with this formula, charge and spin	172.1	kJ/mol
highest occupied orbital energy	-5.1	eV
frontier orbital gap	0.344	Ha
charge	-1
F_max	0.1560	hartree/bohr
electronic energy	-20492.1410	eV
SMILES string	N[P@@](=O)([O-])[N+](=O)[O-]

Record 4
Computed, not measured: C2H6N2O2 as an isolated structure, with the ωB97M-V functional and the def2-TZVPD basis.

Geometry as XYZ:
```
12
Properties=species:S:1:pos:R:3:lowdin_charge:R:1
H 1.605 1.392 1.213 0.18
O 0.812 0.296 0.819 -0.30
H -0.153 -0.252 -1.622 0.12
H -2.010 -1.590 -1.178 0.08
H -1.110 1.078 -0.947 0.12
O -2.154 -0.637 -1.161 -0.07
C -0.917 0.006 -0.878 -0.26
N 2.857 1.265 0.942 0.04
C -0.395 -0.334 0.520 -0.29
H -1.153 -0.062 1.269 0.12
N 2.866 0.260 0.415 0.15
H -0.248 -1.422 0.608 0.12
```

ΔE to the lowest compared entry with this formula, charge and spin	419.0	kJ/mol
highest occupied orbital energy	-9.7	eV
frontier orbital gap	0.341	Ha
charge	0
F_max	0.0617	hartree/bohr
electronic energy	-9242.9747	eV

Record 5
Computed, not measured: an isolated ion of composition C5H10NO and charge -1, with the ωB97M-V functional and the def2-TZVPD basis.

Geometry as XYZ:
```
17
Properties=species:S:1:pos:R:3:lowdin_charge:R:1
O -1.705 2.897 -0.306 -0.42
H 1.425 1.122 -0.480 0.08
H -0.636 0.899 -1.520 0.09
H -2.235 1.300 1.108 0.09
C 0.992 -0.909 -0.214 -0.34
H -2.096 0.061 -0.892 0.09
H -0.560 1.934 1.062 0.07
C -0.450 -0.520 0.269 -0.21
C 1.347 -2.223 -0.094 -0.03
H 0.846 -2.961 0.557 0.04
H 2.875 0.200 -0.033 0.08
C -1.129 0.528 -0.613 -0.21
C -1.434 1.741 0.393 -0.54
H -0.913 -1.496 0.318 0.08
N 1.915 0.219 -0.407 0.06
H 2.284 -2.624 -0.396 0.00
H -0.527 -0.169 1.248 0.07
```

ΔE to the lowest compared entry with this formula, charge and spin	137.4	kJ/mol
highest occupied orbital energy	-2.3	eV
frontier orbital gap	0.222	Ha
charge	-1
F_max	0.0723	hartree/bohr
electronic energy	-8882.6934	eV
SMILES string	C=C(N)CCC[O-]

Record 6
Computed, not measured: a 2-piece molecular cluster, C4H3ClO2 overall, with the ωB97M-V functional and the def2-TZVPD basis.

Geometry as XYZ:
```
10
Properties=species:S:1:pos:R:3:lowdin_charge:R:1
C -0.443 -1.584 -1.372 0.12
C 1.679 -0.614 1.269 -0.19
O 0.770 1.125 -0.092 -0.08
H -0.022 -2.385 -1.874 0.02
H -1.366 0.101 -0.177 0.09
C 1.692 0.338 0.341 -0.76
O 2.005 -1.359 2.072 0.20
C -0.981 -0.535 -0.982 -0.01
H 0.087 0.565 -0.663 0.02
Cl 3.204 0.507 -0.710 0.58
```

ΔE to the lowest compared entry with this formula, charge and spin	459.3	kJ/mol
highest occupied orbital energy	-8.5	eV
frontier orbital gap	0.302	Ha
charge	0
F_max	0.0962	hartree/bohr
electronic energy	-20808.6552	eV
SMILES string	O=C=C(O)Cl.C#C

Record 7
Computed, not measured: C41H37F5HgP2S as an isolated structure, with the ωB97M-V functional and the def2-TZVPD basis.

Geometry as XYZ:
```
87
Properties=species:S:1:pos:R:3:lowdin_charge:R:1
H -3.726 -3.924 3.190 0.11
H 2.111 -2.712 1.354 0.11
H -2.374 -0.900 -3.453 0.09
C -0.384 -0.941 -1.307 -0.28
C 3.352 -1.135 0.521 -0.36
F -1.048 3.265 5.745 0.05
C -4.055 0.401 -0.185 -0.08
C -1.225 0.953 5.219 -0.64
C 1.319 0.918 -4.519 -0.11
H -2.759 4.077 -0.188 0.11
H 6.369 -3.374 1.508 0.10
C 3.032 3.829 0.684 -0.07
H -1.140 2.202 -0.004 0.09
H -1.471 2.203 -6.096 0.11
C 2.705 2.084 -1.472 -0.10
H 3.269 3.736 -2.733 0.11
C 4.669 -0.674 0.333 -0.08
C 3.271 4.269 -0.624 -0.08
C 3.104 3.398 -1.706 -0.08
C -0.953 1.980 6.149 -0.25
C 0.982 -0.798 -1.305 -0.27
H -4.403 -5.437 1.329 0.11
C 5.745 -1.483 0.684 -0.08
C -3.115 3.046 -0.208 -0.07
C 0.492 1.835 -5.366 -0.18
C 4.211 -3.185 1.489 -0.08
C 1.294 -0.424 -4.555 -0.11
C -4.954 1.460 -0.300 -0.07
C -0.942 -1.650 -4.953 -0.18
H 2.437 2.171 1.937 0.08
C 2.473 1.627 -0.169 -0.36
P -1.505 -0.714 0.064 0.90
H 1.296 1.180 3.851 -0.03
H -0.896 -1.224 -2.232 0.02
C -2.730 -2.522 1.888 -0.06
C -2.725 -3.099 -0.484 -0.10
C -3.825 -4.537 1.115 -0.07
H -0.812 -2.491 -4.253 0.10
H -2.423 -2.872 -1.505 0.09
C -1.702 -0.559 -4.250 -0.15
H 3.143 4.526 1.518 0.11
F -0.359 2.724 8.323 0.10
H 4.050 -4.157 1.960 0.11
C 2.636 2.510 0.920 -0.07
H 1.025 2.071 -6.308 0.12
C -2.674 0.663 -0.120 -0.36
H -5.195 3.603 -0.408 0.11
C 1.462 0.230 3.318 -0.36
H -4.413 -0.628 -0.111 0.10
H 1.557 -1.165 -2.166 0.05
C -4.486 2.780 -0.310 -0.07
C 0.455 -1.246 -5.497 -0.19
C -0.808 -0.657 7.022 -0.14
H -3.746 -4.908 -1.023 0.11
C 5.518 -2.743 1.254 -0.08
H 1.190 -0.615 3.974 -0.03
H -6.024 1.248 -0.372 0.11
H 1.008 -2.184 -5.693 0.12
H -0.842 0.638 -6.584 0.10
F -1.401 -1.409 4.860 0.03
C 3.128 -2.388 1.132 -0.09
F -0.753 -1.938 7.450 0.09
H 6.763 -1.121 0.516 0.11
H -2.436 -1.855 2.702 0.08
C -2.374 -2.222 0.554 -0.36
C -2.206 1.995 -0.123 -0.11
C -3.464 -4.246 -0.206 -0.08
H 0.403 2.784 -4.814 0.11
C -1.149 -0.374 5.707 -0.24
C -1.693 0.735 -4.585 -0.09
H 2.553 1.388 -2.290 0.06
C -0.520 0.392 7.900 -0.14
P 1.943 -0.102 0.047 0.91
C -0.606 1.714 7.465 -0.14
C -3.453 -3.684 2.160 -0.06
F -0.182 0.117 9.176 0.09
Hg 0.053 0.054 1.707 0.79
H 2.513 0.132 3.011 -0.04
H 2.083 1.442 -3.944 0.07
H 0.340 -0.756 -6.474 0.10
H -1.512 -2.051 -5.814 0.12
H 2.002 -1.018 -3.970 0.09
S -1.645 1.346 3.621 0.50
H -2.357 1.445 -4.079 0.11
H 4.830 0.330 -0.062 0.10
H 3.596 5.296 -0.805 0.11
C -0.917 1.324 -5.732 -0.20
```

ΔE to the lowest compared entry with this formula, charge and spin	0.0	kJ/mol
highest occupied orbital energy (spin up / spin down)	-5.8 / -5.8	eV
frontier orbital gap (spin up / spin down)	0.189 / 0.189	Ha
charge	0
F_max	0.0492	hartree/bohr
electronic energy	-90287.1878	eV

Record 8
Computed, not measured: one molecule with the formula C4H9NO2, with the ωB97M-V functional and the def2-TZVPD basis.

Geometry as XYZ:
```
16
Properties=species:S:1:pos:R:3:lowdin_charge:R:1
H -0.958 1.225 0.833 0.09
O -0.420 -2.576 -0.748 0.01
N 0.503 -1.648 1.206 -0.06
C -0.815 1.159 -0.271 -0.17
H -0.583 2.091 -0.677 0.06
H 0.096 -1.218 2.115 0.17
C 1.482 0.134 0.155 -0.21
H 0.526 -2.779 -0.842 0.11
H 1.511 0.969 1.021 0.16
H 0.216 -0.048 -1.759 0.13
C 0.172 0.224 -0.665 -0.21
H 2.321 0.354 -0.550 0.12
H -1.432 -1.397 0.577 0.10
H -1.828 0.780 -0.555 0.09
C -0.513 -1.608 0.203 -0.23
O 1.626 -1.120 0.747 -0.16
```

ΔE to the lowest compared entry with this formula, charge and spin	528.7	kJ/mol
highest occupied orbital energy	-8.0	eV
frontier orbital gap	0.330	Ha
charge	0
F_max	0.1161	hartree/bohr
electronic energy	-9874.5810	eV